--- 1 ---
Entry from OMol25: a single C20H30N2O5S molecule (the ωB97M-V functional and the def2-TZVPD basis).

Atoms and positions in Å:
C -7.55236 -0.69819 3.57691
S -5.97123 -0.84496 2.72407
C -5.62890 0.92555 2.44692
C -5.06496 1.60284 3.68851
C -4.74334 1.07044 1.19497
O -4.54663 2.41779 0.84053
C -3.37733 0.41737 1.42393
O -2.47929 1.04372 1.96756
N -3.25827 -0.86311 1.02186
C -2.04732 -1.62847 1.21670
C -1.23243 -1.78192 -0.06752
O -2.12012 -2.47389 -0.95138
C -0.83757 -0.43159 -0.66839
C 0.25382 0.26496 0.14418
N 1.40696 -0.61123 0.29617
C 2.51686 -0.57708 -0.50385
O 3.30292 -1.50533 -0.55326
C 2.72957 0.69963 -1.31659
C 4.07480 0.75508 -1.98485
C 4.38831 -0.10561 -3.03363
C 5.62464 -0.04444 -3.64713
C 6.58480 0.87349 -3.22717
C 7.92874 0.89164 -3.90562
O 8.68243 2.00837 -3.46116
C 6.27876 1.73197 -2.18470
C 5.03145 1.66922 -1.57295
C 1.08535 -1.85669 0.97606
C 0.01613 -2.62434 0.19951
H -7.88251 -1.70877 3.80945
H -7.45049 -0.14489 4.50894
H -8.29626 -0.22144 2.94031
H -6.58551 1.38263 2.18140
H -4.96093 2.68033 3.53869
H -5.74252 1.46427 4.53083
H -4.09273 1.19254 3.95550
H -5.25122 0.59944 0.35222
H -4.11653 2.85471 1.58576
H -4.01361 -1.29024 0.51185
H -1.46849 -1.12810 1.98995
H -2.31091 -2.62677 1.57045
H -1.68212 -2.58855 -1.80155
H -0.46236 -0.60891 -1.68338
H -1.71721 0.20817 -0.75382
H 0.54099 1.19737 -0.33181
H -0.12905 0.52295 1.13416
H 1.93449 0.75809 -2.06724
H 2.60386 1.56637 -0.66573
H 3.65973 -0.83670 -3.36198
H 5.85111 -0.72159 -4.46387
H 8.45586 -0.04228 -3.67720
H 7.78187 0.93160 -4.99106
H 9.55888 1.95877 -3.85070
H 7.01460 2.45087 -1.85377
H 4.80522 2.34754 -0.75782
H 1.99434 -2.44450 1.06038
H 0.73771 -1.61481 1.98414
H -0.26571 -3.53781 0.72868
H 0.44372 -2.92553 -0.76251

Its molar mass is 410.5 g mol⁻¹. The LUMO energy comes out at 0.58 eV. The SMILES is CS[C@@H](C)[C@@H](O)C(=O)NCC1(O)CCN(C(=O)Cc2ccc(CO)cc2)CC1.



--- 2 ---
Entry from OMol25: a single C20H30N2O5S molecule (the ωB97M-V functional and the def2-TZVPD basis).

Atoms and positions in Å:
C 3.45300 -3.43498 1.82876
O 2.95615 -3.53314 0.51305
C 2.61064 -2.39299 -0.13067
C 2.09894 -2.53896 -1.42380
C 1.72612 -1.43784 -2.16047
C 1.84287 -0.15177 -1.63113
O 1.39379 0.93660 -2.34326
C 2.30492 1.42817 -3.31292
C 2.35467 -0.01423 -0.35121
S 2.56206 1.59627 0.43048
O 2.95127 2.56120 -0.55419
O 3.43659 1.39672 1.55259
N 1.10743 2.08108 1.05662
C 0.66140 1.43998 2.26789
C -0.24536 0.24229 1.99358
C -1.43162 0.66372 1.11934
C -2.20297 -0.58986 0.71389
O -1.59908 -1.53853 0.24163
N -3.54593 -0.63325 0.87925
C -4.40250 0.42271 1.36590
C -4.90909 1.34558 0.25411
C -5.59955 0.59117 -0.88283
C -4.63384 -0.27584 -1.69735
C -4.45672 -1.70442 -1.17666
C -4.23305 -1.79347 0.34075
C -0.90602 1.31691 -0.16620
C 0.05814 2.46263 0.14554
C 2.73408 -1.11295 0.39765
H 4.37725 -2.85090 1.86611
H 3.65741 -4.45779 2.14107
H 2.71418 -2.98969 2.50166
H 1.99877 -3.53447 -1.82550
H 1.31950 -1.55788 -3.15317
H 1.75075 2.16095 -3.89618
H 3.15242 1.91360 -2.82184
H 2.65891 0.62499 -3.96704
H 0.12171 2.18594 2.86457
H 1.55866 1.14389 2.81146
H 0.30627 -0.53960 1.46884
H -0.60641 -0.16793 2.93942
H -2.04237 1.38386 1.66543
H -3.88727 1.00919 2.12841
H -5.26093 -0.05155 1.85269
H -5.60964 2.05700 0.69700
H -4.07100 1.91345 -0.15496
H -6.05111 1.33224 -1.54612
H -6.40815 -0.02449 -0.48430
H -3.65878 0.21469 -1.72958
H -4.99227 -0.34375 -2.72661
H -3.59709 -2.14090 -1.68592
H -5.33569 -2.30138 -1.42688
H -5.18675 -1.88996 0.86251
H -3.62489 -2.67411 0.56058
H -0.39981 0.55504 -0.75779
H -1.73550 1.70775 -0.75951
H -0.48973 3.29953 0.59710
H 0.54531 2.80844 -0.76594
H 3.13582 -0.92008 1.37867

Its molar mass is 410.5 g mol⁻¹. The LUMO energy comes out at 0.70 eV. The SMILES is COc1ccc(OC)c(S(=O)(=O)N2CCC(C(=O)N3CCCCCC3)CC2)c1.



The energetic minimum among the shown structures is 1; the next structure lies 1.707 eV above.